# C39H54INO5RbS

C39H54INO5RbS as an isolated structure (ωB97M-V with the def2-TZVPD basis set, the Open Molecules 2025 dataset).

Computed properties:
Highest occupied orbital energy   -4.24 eV
DFT total energy   -72642.039 eV
Strongest force on any atom   0.62 eV/A
Energy above the lowest of the compared OMol25 structures with the same formula, charge and spin   0.025 eV
Total charge   -1

Geometry as XYZ:
```
102
Properties=species:S:1:pos:R:3:lowdin_charge:R:1
Rb -1.369 -2.074 -1.831 1.14
C 3.752 4.026 -2.100 -0.07
C 2.813 3.517 -1.005 -0.55
C 3.479 3.774 0.354 -0.04
C 1.513 4.330 -1.087 -0.05
C 2.509 2.023 -1.137 -0.16
C 1.559 1.445 -0.365 0.02
C 1.205 0.060 -0.479 -0.17
N 0.233 -0.545 0.181 0.13
C -0.357 -0.148 1.310 -0.18
C 0.232 0.750 2.247 0.01
C -0.397 1.131 3.392 -0.17
C -1.727 0.658 3.585 0.02
C -2.373 -0.219 2.765 -0.08
C -1.633 -0.804 1.635 -0.31
O -2.046 -1.788 0.994 -0.10
C -3.797 -0.675 3.120 -0.53
C -3.694 -1.802 4.155 -0.04
C -4.589 0.489 3.731 -0.07
C -4.633 -1.167 1.927 -0.05
C 0.305 2.041 4.400 -0.56
C -0.533 2.285 5.656 -0.07
C 1.634 1.409 4.834 -0.05
C 0.588 3.402 3.746 -0.04
C 1.860 -0.767 -1.511 -0.29
O 1.560 -1.957 -1.671 -0.08
C 2.919 -0.118 -2.307 -0.08
C 3.197 1.191 -2.087 0.04
C 3.624 -0.938 -3.385 -0.54
C 4.678 -0.121 -4.138 -0.08
C 4.337 -2.131 -2.729 -0.04
C 2.613 -1.442 -4.423 -0.03
H 3.899 5.101 -1.979 0.08
H 3.345 3.853 -3.098 0.09
H 4.735 3.552 -2.046 0.08
H 3.720 4.835 0.470 0.08
H 4.401 3.198 0.453 0.09
H 2.817 3.485 1.171 0.06
H 1.732 5.399 -1.022 0.08
H 0.830 4.082 -0.274 0.07
H 0.992 4.139 -2.026 0.09
H 0.963 2.058 0.298 0.10
H 1.254 1.058 2.065 0.11
H -2.257 1.013 4.459 0.09
H -3.183 -1.456 5.057 0.08
H -3.132 -2.643 3.745 0.08
H -4.688 -2.163 4.436 0.08
H -4.168 0.854 4.670 0.07
H -5.607 0.160 3.946 0.08
H -4.641 1.326 3.033 0.09
H -4.256 -2.090 1.508 0.07
H -4.650 -0.424 1.125 0.10
H -5.662 -1.318 2.266 0.08
H -0.782 1.352 6.166 0.09
H -1.465 2.807 5.428 0.08
H 0.033 2.907 6.353 0.08
H 1.469 0.428 5.283 0.09
H 2.137 2.044 5.569 0.08
H 2.309 1.277 3.988 0.08
H -0.342 3.884 3.440 0.09
H 1.210 3.288 2.857 0.06
H 1.109 4.066 4.442 0.08
H 3.956 1.659 -2.695 0.08
H 5.454 0.269 -3.474 0.08
H 4.231 0.718 -4.674 0.09
H 5.168 -0.763 -4.873 0.08
H 5.063 -1.782 -1.990 0.09
H 4.877 -2.710 -3.485 0.08
H 3.620 -2.783 -2.236 0.06
H 2.104 -0.603 -4.902 0.09
H 1.865 -2.084 -3.964 0.08
H 3.138 -2.009 -5.197 0.08
C -0.023 -3.925 3.039 -0.12
C -0.594 -4.529 1.767 -0.38
S 0.181 -3.843 0.295 0.86
O -0.595 -4.432 -0.850 -0.65
C 1.746 -4.726 0.303 -0.38
C 1.630 -6.224 0.093 -0.13
H -0.601 -4.262 3.902 0.07
H -0.072 -2.835 3.005 0.07
H 1.016 -4.214 3.206 0.06
H -1.634 -4.229 1.636 0.08
H -0.538 -5.619 1.744 0.09
H 2.247 -4.461 1.238 0.08
H 2.298 -4.242 -0.505 0.07
H 1.387 -6.747 1.018 0.06
H 2.570 -6.629 -0.283 0.07
H 0.848 -6.432 -0.639 0.07
I -6.598 3.488 -7.090 0.80
C -5.333 2.225 -6.017 -0.76
C -4.138 2.721 -5.513 -0.16
C -3.305 1.874 -4.798 -0.02
C -3.647 0.542 -4.594 -0.12
C -4.843 0.066 -5.112 -0.02
C -5.695 0.902 -5.819 -0.16
C -2.702 -0.385 -3.814 -0.73
O -1.772 0.186 -3.201 -0.15
O -2.944 -1.610 -3.865 -0.18
H -3.867 3.756 -5.676 0.08
H -2.371 2.217 -4.372 0.11
H -5.081 -0.978 -4.952 0.11
H -6.630 0.529 -6.216 0.08
```


# C39H55BBrF8N7O9P

A 6-piece molecular cluster, C39H55BBrF8N7O9P overall at a distorted geometry (ωB97M-V with the def2-TZVPD basis set, the Open Molecules 2025 dataset).

Computed properties:
Highest occupied orbital energy   -9.33 eV
DFT total energy   -171920.712 eV
Strongest force on any atom   9.50 eV/A
Total charge   +1

Geometry as XYZ:
```
121
Properties=species:S:1:pos:R:3:lowdin_charge:R:1
C -3.253 5.560 3.937 -0.12
C -1.674 5.388 3.485 -0.13
C -1.517 4.730 1.963 -0.23
O -2.491 4.981 1.047 0.01
O -0.342 3.922 1.583 -0.13
C -0.374 2.576 2.143 -0.17
C -0.293 1.322 1.126 -0.05
C 0.882 1.310 -0.014 -0.24
C 2.109 2.349 0.212 -0.16
C 2.898 2.367 1.618 -0.19
C 3.118 3.940 2.144 -0.08
C 3.896 3.899 3.589 -0.27
O 5.242 3.788 3.687 0.00
O 3.063 4.027 4.809 0.00
N 1.502 -0.060 -0.272 -0.12
N 2.248 -0.594 0.755 0.11
C 0.452 -1.154 -0.560 -0.01
B 1.421 -2.511 -0.754 -0.41
O 2.650 -2.525 -1.599 0.04
O 1.077 -3.782 -0.076 0.06
C -0.563 -0.817 -1.788 -0.17
C 0.008 -1.208 -3.267 -0.15
F -0.499 -0.329 -4.388 -0.08
C -0.251 -2.721 -3.818 -0.15
C 1.074 -3.073 -4.781 -0.10
C -2.013 -1.560 -1.391 -0.07
F -1.876 -3.015 -1.129 0.05
F -2.469 -1.002 -0.055 0.00
C -3.279 -1.213 -2.351 -0.08
F -3.836 0.181 -2.164 0.05
F -3.109 -1.384 -3.802 0.06
C -4.601 -2.188 -2.016 -0.14
F -5.124 -2.037 -0.646 0.06
F -5.681 -1.636 -2.920 0.03
F -4.411 -3.593 -2.470 0.05
O -0.917 0.595 -1.806 -0.04
C 0.075 1.579 -1.460 -0.53
O -0.731 2.824 -1.189 -0.05
P 1.147 2.070 -2.942 0.66
O -0.063 2.554 -4.163 -0.35
Br 2.269 4.033 -2.772 0.36
H -3.860 4.651 3.513 0.09
H -3.364 5.568 5.102 0.09
H -3.701 6.569 3.526 0.10
H -1.179 4.617 4.230 0.11
H -1.079 6.417 3.571 0.13
H -1.402 2.481 2.742 0.16
H 0.465 2.425 2.979 0.12
H -0.117 0.355 1.806 0.13
H -1.395 1.171 0.693 0.16
H 1.696 3.455 0.034 0.11
H 2.913 2.122 -0.642 0.11
H 2.464 1.712 2.485 0.10
H 4.005 1.964 1.429 0.14
H 3.859 4.421 1.357 0.15
H 2.117 4.542 2.204 0.12
H 2.376 3.291 4.724 0.11
H 2.145 0.045 -1.107 0.18
H 1.968 -0.260 1.701 0.13
H 3.274 -0.348 0.667 0.16
H -0.047 -1.365 0.486 0.17
H 3.403 -2.279 -0.978 0.12
H 1.264 -3.589 0.908 0.11
H 1.188 -1.030 -3.321 0.15
H -0.256 -3.569 -3.013 0.13
H -1.170 -2.862 -4.527 0.13
H 1.922 -3.461 -4.046 0.09
H 0.702 -3.892 -5.533 0.09
H 1.444 -2.128 -5.380 0.09
H -0.130 3.621 -1.140 0.08
H 0.357 2.230 -5.024 0.08
N -0.105 10.790 2.909 0.01
C -0.584 10.115 1.816 -0.14
C 0.121 8.937 1.701 -0.13
C 1.053 8.898 2.765 -0.13
C 0.890 10.053 3.497 -0.14
H -0.435 11.691 3.231 0.15
H -1.381 10.530 1.215 0.11
H -0.022 8.187 0.934 0.09
H 1.767 8.112 2.976 0.08
H 1.396 10.413 4.382 0.11
N -7.336 -3.790 -1.542 0.00
C -7.952 -4.389 -0.474 -0.14
C -9.288 -4.529 -0.777 -0.11
C -9.484 -4.000 -2.075 -0.11
C -8.261 -3.554 -2.525 -0.14
H -6.353 -3.559 -1.596 0.08
H -7.389 -4.662 0.408 0.10
H -10.040 -4.965 -0.132 0.09
H -10.416 -3.952 -2.623 0.09
H -7.972 -3.088 -3.458 0.10
N 4.833 0.247 -5.214 -0.01
C 5.454 0.378 -6.429 -0.13
C 5.660 -0.884 -6.940 -0.10
C 5.140 -1.809 -6.003 -0.11
C 4.632 -1.083 -4.948 -0.16
H 4.564 1.011 -4.608 0.13
H 5.697 1.355 -6.823 0.11
H 6.133 -1.114 -7.886 0.10
H 5.134 -2.888 -6.089 0.10
H 4.148 -1.398 -4.034 0.08
N 0.229 -4.303 4.110 -0.01
C -0.351 -3.400 3.257 -0.18
C -1.621 -3.845 2.966 -0.10
C -1.816 -5.056 3.672 -0.08
C -0.659 -5.314 4.372 -0.12
H 1.165 -4.234 4.487 0.15
H 0.189 -2.521 2.931 0.08
H -2.331 -3.350 2.316 0.09
H -2.705 -5.673 3.670 0.10
H -0.392 -6.128 5.032 0.12
N 2.498 -6.360 2.505 -0.01
C 3.213 -6.830 3.576 -0.15
C 4.081 -7.796 3.117 -0.11
C 3.886 -7.908 1.720 -0.11
C 2.905 -7.008 1.368 -0.14
H 1.782 -5.646 2.548 0.11
H 3.042 -6.440 4.570 0.10
H 4.779 -8.358 3.723 0.10
H 4.406 -8.573 1.042 0.10
H 2.463 -6.774 0.409 0.11
```


# C39H56BaF4N2O9P2

C39H56BaF4N2O9P2 as an isolated structure at a distorted geometry (ωB97M-V with the def2-TZVPD basis set, the Open Molecules 2025 dataset).

Computed properties:
Highest occupied orbital energy   -5.81 eV
DFT total energy   -92904.252 eV
Strongest force on any atom   11.09 eV/A
Energy above the lowest of the compared OMol25 structures with the same formula, charge and spin   1.235 eV

Geometry as XYZ:
```
113
Properties=species:S:1:pos:R:3:lowdin_charge:R:1
Ba 0.223 -0.067 -0.073 2.27
C 2.333 -4.950 2.809 -0.08
C 1.824 -3.648 2.196 -0.25
N 2.549 -3.175 1.026 -0.17
C 3.960 -2.897 1.251 -0.25
C 4.184 -1.823 2.311 -0.09
C 2.266 -3.954 -0.193 -0.17
C 1.095 -3.361 -0.958 -0.26
N 1.441 -2.065 -1.510 -0.09
C 2.205 -2.018 -2.608 -0.23
C 2.719 -0.760 -3.004 -0.19
F 2.422 0.319 -2.224 0.02
C 3.462 -0.531 -4.123 -0.26
F 3.842 0.744 -4.381 0.06
C 3.814 -1.542 -4.993 0.03
C 3.363 -2.794 -4.631 -0.23
F 3.662 -3.849 -5.417 0.07
C 2.614 -3.038 -3.500 -0.14
F 2.263 -4.331 -3.273 0.06
H 1.734 -5.211 3.687 0.07
H 3.374 -4.859 3.133 0.06
H 2.271 -5.781 2.104 0.07
H 1.842 -2.864 2.963 0.09
H 0.776 -3.769 1.906 0.11
H 4.363 -2.550 0.302 0.12
H 4.528 -3.797 1.529 0.11
H 3.513 -0.979 2.130 0.04
H 5.217 -1.465 2.268 0.07
H 4.010 -2.198 3.325 0.06
H 2.063 -5.011 0.043 0.12
H 3.146 -3.942 -0.838 0.12
H 0.283 -3.221 -0.227 0.08
H 0.758 -4.053 -1.729 0.11
H 4.395 -1.369 -5.890 0.12
C -0.302 0.626 5.662 -0.04
C 0.855 -0.167 5.100 -0.38
C 2.206 0.330 5.549 -0.03
O 0.781 -0.227 3.622 -0.15
P 0.770 0.819 2.494 0.35
O 1.694 0.407 1.418 -0.55
C -1.000 0.835 1.959 -0.30
P -1.101 2.259 0.809 0.36
O 0.061 2.229 -0.115 -0.45
O -0.991 3.556 1.676 -0.18
C -2.061 4.184 2.470 -0.40
C -1.851 5.674 2.357 -0.03
C -1.998 3.696 3.902 -0.03
O -2.547 2.235 0.315 -0.17
C -3.184 3.115 -0.708 -0.37
C -4.077 2.232 -1.535 -0.04
C -2.171 3.871 -1.542 -0.03
O 1.117 2.194 3.110 -0.17
C 2.131 3.117 2.489 -0.37
C 1.790 4.494 2.987 -0.03
C 3.532 2.682 2.858 -0.03
H -0.288 0.569 6.752 0.09
H -1.257 0.228 5.314 0.09
H -0.224 1.677 5.375 0.07
H 0.751 -1.206 5.381 0.14
H 2.305 1.402 5.374 0.07
H 3.007 -0.191 5.017 0.09
H 2.317 0.141 6.620 0.10
H -1.667 0.944 2.816 0.09
H -1.228 -0.098 1.428 0.00
H -3.021 3.923 2.036 0.13
H -0.953 5.982 2.898 0.08
H -2.707 6.197 2.785 0.09
H -1.746 5.974 1.314 0.09
H -0.971 3.765 4.269 0.08
H -2.345 2.666 4.010 0.07
H -2.636 4.323 4.529 0.10
H -3.787 3.814 -0.139 0.13
H -3.475 1.539 -2.121 0.05
H -4.676 2.855 -2.203 0.10
H -4.748 1.644 -0.906 0.10
H -1.560 3.178 -2.125 0.10
H -1.505 4.494 -0.942 0.08
H -2.718 4.518 -2.228 0.10
H 2.001 3.063 1.409 0.13
H 1.807 4.519 4.082 0.10
H 0.807 4.810 2.636 0.05
H 2.538 5.196 2.614 0.10
H 3.709 2.797 3.929 0.08
H 4.244 3.316 2.322 0.10
H 3.727 1.645 2.572 0.08
O -2.055 -3.194 -2.346 0.01
C -2.142 -1.812 -2.644 -0.32
C -1.765 -1.019 -1.376 -0.64
O -1.690 0.244 -1.401 -0.23
O -1.498 -1.689 -0.330 -0.21
C -3.612 -1.475 -2.965 -0.13
C -3.947 -0.361 -3.734 -0.04
C -5.278 -0.050 -3.990 -0.09
C -6.293 -0.861 -3.495 -0.10
C -5.964 -1.980 -2.738 -0.08
C -4.630 -2.281 -2.468 -0.01
C -1.250 -1.499 -3.858 -0.13
C -0.354 -0.441 -3.962 -0.03
C 0.375 -0.238 -5.129 -0.07
C 0.233 -1.102 -6.200 -0.08
C -0.657 -2.170 -6.103 -0.07
C -1.397 -2.357 -4.948 -0.02
H -1.619 -3.266 -1.485 0.08
H -3.155 0.258 -4.149 0.12
H -5.522 0.826 -4.584 0.10
H -7.331 -0.629 -3.709 0.10
H -6.748 -2.628 -2.359 0.10
H -4.367 -3.154 -1.883 0.12
H -0.211 0.237 -3.143 0.09
H 1.062 0.599 -5.192 0.11
H 0.813 -0.949 -7.104 0.10
H -0.776 -2.857 -6.934 0.10
H -2.092 -3.187 -4.874 0.13
```


# C39H56F5NO30P

A 10-piece molecular cluster, C39H56F5NO30P overall at a distorted geometry (ωB97M-V with the def2-TZVPD basis set, the Open Molecules 2025 dataset).

Computed properties:
Highest occupied orbital energy   -4.05 eV
DFT total energy   -127140.436 eV
Strongest force on any atom   6.69 eV/A
Energy above the lowest of the compared OMol25 structures with the same formula, charge and spin   5.349 eV
Total charge   -1

Geometry as XYZ:
```
132
Properties=species:S:1:pos:R:3:lowdin_charge:R:1
C 3.028 0.530 0.248 -0.11
C 2.355 -0.925 0.226 -0.20
C 1.124 -1.043 -0.831 -0.22
O -0.025 -0.503 -0.148 -0.14
C -1.241 -0.678 -0.946 -0.17
N -2.019 0.573 -1.109 -0.11
C -2.544 0.749 -2.495 -0.24
C -1.372 1.262 -3.517 -0.07
C -3.055 0.759 -0.058 -0.37
C -2.709 0.107 1.368 -0.52
O -1.845 0.585 2.194 -0.07
O -3.324 -1.087 1.766 -0.21
P -4.792 0.084 -0.549 0.94
C -6.030 0.265 0.867 -0.31
C -4.696 -1.699 -1.163 -0.30
C -3.284 2.357 0.202 -0.24
F -3.796 2.615 1.524 0.03
F -4.295 2.895 -0.682 -0.01
C -1.973 3.245 -0.052 -0.30
F -2.157 4.521 0.593 0.04
F -0.785 2.722 0.481 0.10
F -1.772 3.572 -1.432 0.07
H 3.697 0.695 1.174 0.08
H 2.286 1.397 0.226 0.08
H 3.741 0.583 -0.654 0.07
H 3.092 -1.756 -0.024 0.08
H 1.973 -1.129 1.297 0.11
H 1.448 -0.445 -1.759 0.12
H 0.999 -2.170 -1.048 0.13
H -1.862 -1.583 -0.604 0.15
H -0.858 -0.956 -2.004 0.12
H -3.388 1.505 -2.597 0.10
H -2.859 -0.281 -2.907 0.10
H -1.390 0.600 -4.464 0.06
H -1.476 2.376 -3.722 0.07
H -0.385 0.992 -2.976 0.08
H -5.994 1.267 1.410 0.04
H -5.861 -0.552 1.669 0.03
H -7.084 0.086 0.430 0.04
H -4.144 -2.358 -0.413 0.04
H -4.307 -1.790 -2.239 0.04
H -5.786 -2.084 -1.206 0.04
C 2.460 4.653 2.255 -0.12
C 3.697 3.972 2.756 -0.12
O 4.287 3.463 1.567 0.04
C 3.827 4.222 0.537 -0.54
O 4.253 4.169 -0.584 0.14
O 2.824 5.047 0.938 0.07
H 2.187 5.520 2.858 0.14
H 1.603 3.977 2.197 0.14
H 4.397 4.669 3.228 0.13
H 3.474 3.166 3.456 0.14
C 6.738 2.556 -1.399 -0.13
C 7.416 2.638 -2.732 -0.13
O 7.599 1.273 -3.084 0.06
C 6.665 0.556 -2.400 -0.54
O 6.431 -0.605 -2.592 0.14
O 6.031 1.325 -1.475 0.06
H 6.052 3.390 -1.227 0.10
H 7.447 2.505 -0.572 0.12
H 6.791 3.118 -3.490 0.12
H 8.375 3.158 -2.682 0.13
C 7.800 5.180 1.109 -0.13
C 8.102 5.489 2.544 -0.13
O 7.493 4.410 3.239 0.06
C 7.401 3.370 2.364 -0.55
O 7.090 2.257 2.670 0.17
O 7.711 3.762 1.097 0.02
H 8.584 5.526 0.433 0.14
H 6.841 5.597 0.783 0.14
H 9.176 5.485 2.756 0.13
H 7.682 6.444 2.863 0.13
C 2.924 -4.941 3.454 -0.14
C 1.712 -4.410 2.752 -0.12
O 2.263 -3.544 1.769 0.04
C 3.537 -3.966 1.535 -0.54
O 4.231 -3.565 0.646 0.15
O 3.921 -4.905 2.444 0.06
H 2.780 -5.959 3.822 0.13
H 3.239 -4.304 4.286 0.13
H 1.140 -5.196 2.250 0.14
H 1.048 -3.862 3.422 0.14
C 2.590 -1.748 -5.307 -0.13
C 1.532 -2.490 -4.549 -0.13
O 0.391 -1.655 -4.691 0.05
C 0.576 -0.909 -5.813 -0.54
O -0.270 -0.217 -6.316 0.14
O 1.843 -1.044 -6.293 0.04
H 3.316 -2.416 -5.773 0.14
H 3.123 -1.025 -4.683 0.14
H 1.310 -3.468 -4.986 0.13
H 1.788 -2.622 -3.497 0.13
C 4.830 1.570 -8.795 -0.13
C 4.444 0.415 -7.923 -0.14
O 5.237 0.609 -6.761 0.07
C 5.546 1.932 -6.705 -0.53
O 6.059 2.466 -5.765 0.16
O 5.193 2.571 -7.855 0.07
H 4.008 1.911 -9.426 0.14
H 5.695 1.348 -9.428 0.13
H 3.389 0.439 -7.637 0.13
H 4.664 -0.548 -8.387 0.14
C -1.441 2.464 4.660 -0.14
C -1.812 1.315 5.544 -0.13
O -0.998 1.521 6.695 0.05
C -0.690 2.845 6.738 -0.56
O -0.158 3.387 7.668 0.12
O -1.063 3.475 5.592 0.05
H -2.273 2.798 4.040 0.13
H -0.587 2.238 4.017 0.13
H -2.863 1.340 5.845 0.13
H -1.598 0.350 5.083 0.13
C -7.831 -3.884 1.897 -0.15
C -6.582 -4.555 2.381 -0.13
O -6.022 -5.088 1.187 0.07
C -6.507 -4.348 0.152 -0.56
O -6.108 -4.421 -0.976 0.13
O -7.500 -3.515 0.563 0.06
H -8.089 -3.005 2.490 0.14
H -8.685 -4.557 1.873 0.11
H -5.870 -3.849 2.821 0.14
H -6.786 -5.346 3.101 0.12
C -12.140 -5.754 4.691 -0.13
C -12.219 -5.539 3.210 -0.13
O -10.988 -4.894 2.913 0.07
C -10.113 -5.230 3.900 -0.51
O -8.939 -4.992 3.870 0.13
O -10.743 -5.869 4.923 0.07
H -12.663 -6.656 5.010 0.14
H -12.524 -4.901 5.259 0.14
H -12.270 -6.478 2.652 0.14
H -13.065 -4.911 2.924 0.14
```